Density functional theory data (the ωB97M-V functional and the def2-TZVPD basis) for 2 unconnected molecules or ions with the total composition C4H10N.

```
15
Properties=species:S:1:pos:R:3:forces:R:3
C -0.874 -1.217 -1.662 1.86 -2.52 -1.54
C -1.743 -0.183 -1.481 -1.05 1.75 -0.15
H -1.004 -2.233 -1.267 -0.26 0.30 0.05
H -0.007 -1.122 -2.357 -0.47 0.14 0.67
H -2.522 -0.211 -0.711 0.06 0.19 -0.30
H -1.580 0.690 -2.135 -0.64 -0.19 0.33
C 1.206 0.441 1.540 0.40 -0.79 0.94
C 2.019 1.041 0.706 0.57 0.51 0.10
N -0.178 0.105 1.139 0.41 -1.68 -1.79
H 1.415 0.051 2.544 0.16 0.35 -0.49
H 3.043 1.296 0.978 -0.25 -0.17 0.19
H 1.737 1.384 -0.274 -0.23 -0.05 -0.35
H -0.736 0.939 1.099 -0.80 0.56 0.32
H -0.194 -0.342 0.155 0.33 1.00 1.71
H -0.582 -0.639 1.726 -0.08 0.59 0.31
```
Forces are in eV/Å.

The calculation puts the frontier orbital gap (alpha / beta) at 9.022 / 4.718 eV. The energy above the lowest of the compared OMol25 structures with the same formula, charge and spin comes out at 2.196 eV. As for the strongest force on any atom: 3.5 eV/Å. As for the spin multiplicity: 2. As for the expectation value of S²: 0.75. The total charge is +2.

Here are the natural (NBO) charges for atoms 1 to 6, given in e: -0.074, -0.035, 0.268, 0.273, 0.254, 0.272

Density functional theory data (the ωB97M-V functional and the def2-TZVPD basis) for 2 unconnected molecules or ions with the total composition C4H13N2O2.

```
21
Properties=species:S:1:pos:R:3:forces:R:3
C 0.150 0.403 1.616 -0.99 0.82 -0.47
C -0.919 1.172 0.727 1.25 1.12 1.82
C -2.225 0.529 0.361 -0.03 -0.29 -3.28
N -2.037 -0.663 -0.539 -0.99 0.32 1.38
N 1.467 0.319 0.985 -1.08 0.57 0.55
C 1.448 -0.589 -0.195 0.91 0.66 0.08
O 1.304 -1.873 0.049 0.13 -0.35 -0.22
H 0.280 0.951 2.565 -0.21 -0.23 -0.20
H -0.330 -0.552 1.827 0.31 -0.53 0.22
H -0.420 1.533 -0.170 0.01 -0.41 -0.29
H -1.134 2.135 1.224 -0.12 -0.18 0.18
H -3.013 0.290 1.068 0.44 0.03 0.65
H -2.669 1.263 -0.348 -0.26 -0.13 0.64
H -1.390 -0.415 -1.271 0.36 -0.22 0.09
H -1.635 -1.389 0.046 0.47 -0.16 -0.53
H 2.081 -0.054 1.705 0.16 -0.25 -0.38
H 0.657 -0.154 -0.855 0.14 0.09 0.06
H 2.428 -0.238 -0.684 -0.35 -0.52 0.15
H 1.917 -0.133 -3.053 0.44 0.80 0.97
H 2.175 -1.472 -2.115 -0.33 0.96 0.16
O 1.868 -1.065 -2.941 -0.26 -2.09 -1.57
```
Forces are in eV/Å.

The calculation puts the frontier orbital gap at 6.870 eV. The energy above the lowest of the compared OMol25 structures with the same formula, charge and spin comes out at 1.506 eV. As for the strongest force on any atom: 3.3 eV/Å. The total charge is -1.

Here are the natural (NBO) charges for atoms 1 to 6, given in e: -0.219, -0.434, -0.227, -0.852, -0.683, 0.127

Density functional theory data (the ωB97M-V functional and the def2-TZVPD basis) for a gas-phase ion, C5H13N2O (charge +1).

```
21
Properties=species:S:1:pos:R:3:forces:R:3
C -1.158 1.618 1.960 -1.08 1.66 0.55
N -0.685 0.720 0.924 1.83 -0.65 0.18
C 0.658 0.090 1.130 0.20 -1.32 -1.35
C 0.764 -1.299 0.398 -0.44 0.32 0.50
N -0.135 -1.460 -0.739 0.38 0.62 0.04
C 0.344 -0.959 -2.045 -1.75 -1.63 -0.04
C 0.203 0.503 -2.325 1.98 -0.68 0.74
O -0.211 1.279 -1.504 -0.50 0.86 -0.61
H -0.421 2.313 2.353 0.70 -0.35 -0.48
H -1.899 2.284 1.517 -0.20 -0.22 -0.04
H -1.602 1.197 2.850 -0.09 -0.90 -0.11
H -1.236 -0.076 0.634 -1.22 -0.30 0.32
H -0.571 1.182 0.009 -0.27 0.33 -0.13
H 1.431 0.591 0.563 -0.03 1.34 0.89
H 0.818 -0.085 2.181 0.41 0.44 0.20
H 1.801 -1.378 0.063 0.13 -0.34 0.42
H 0.506 -2.035 1.158 0.21 -0.41 -0.34
H -0.282 -2.452 -0.883 -0.25 0.12 0.25
H -0.383 -1.504 -2.668 0.22 0.56 -0.72
H 1.293 -1.390 -2.378 0.38 0.50 0.17
H 0.768 0.864 -3.197 -0.62 0.06 -0.44
```
Forces are in eV/Å.

The calculation puts the frontier orbital gap at 10.783 eV. The energy above the lowest of the compared OMol25 structures with the same formula, charge and spin comes out at 2.203 eV. As for the strongest force on any atom: 2.4 eV/Å. The total charge is +1. As for the SMILES: C[NH2+]CCNCC=O.

Here are the natural (NBO) charges for atoms 1 to 6, given in e: -0.443, -0.540, -0.243, -0.236, -0.639, -0.374

Density functional theory data (the ωB97M-V functional and the def2-TZVPD basis) for C6H8O3 in the gas phase.

```
17
Properties=species:S:1:pos:R:3:forces:R:3
O 2.855 0.392 0.867 -3.25 0.19 -1.08
C 1.622 0.468 0.711 3.79 -2.56 1.68
O 0.960 1.567 0.586 0.01 2.33 -0.46
C -0.424 1.258 0.672 0.15 -1.06 -0.53
C -0.906 0.824 -0.743 -0.59 1.15 0.53
C -0.359 -0.464 -1.312 -1.46 -1.58 0.31
C -0.166 -1.433 -0.146 1.01 0.34 0.64
C 0.610 -0.669 1.015 -2.06 1.11 -1.87
O -0.466 0.193 1.619 1.12 -0.58 -0.84
H -0.957 2.120 1.077 0.10 -0.14 -0.17
H -1.965 0.785 -0.527 -0.60 -0.26 -0.70
H -0.692 1.598 -1.490 -0.34 0.30 0.52
H 0.615 -0.300 -1.726 0.49 0.14 -0.67
H -1.074 -0.931 -2.097 1.29 1.00 1.12
H 0.384 -2.345 -0.451 -0.38 0.41 0.22
H -1.131 -1.680 0.341 0.53 -0.18 -0.39
H 1.093 -1.385 1.606 0.18 -0.61 1.69
```
Forces are in eV/Å.

The calculation puts the frontier orbital gap at 10.950 eV. The energy above the lowest of the compared OMol25 structures with the same formula, charge and spin comes out at 0.758 eV. As for the strongest force on any atom: 4.9 eV/Å. The total charge is 0. As for the SMILES: O=C1O[C@H]2CCC[C@@H]1O2.

Here are the natural (NBO) charges for atoms 1 to 6, given in e: -0.570, 0.751, -0.474, 0.362, -0.457, -0.408

Density functional theory data (the ωB97M-V functional and the def2-TZVPD basis) for 2 unconnected molecules or ions with the total composition C4HNO3.

```
9
Properties=species:S:1:pos:R:3:forces:R:3
C 0.730 2.501 1.562 -0.01 0.91 0.13
C 1.254 3.126 0.628 0.09 -0.14 0.05
C 0.714 -0.470 -0.822 3.64 0.71 -2.83
C -1.265 -1.944 -0.634 1.08 0.53 0.98
N -0.277 -0.819 -0.292 -0.93 0.23 1.16
O -1.923 -2.315 0.318 -0.82 -0.28 0.58
O 1.729 -0.184 -1.446 -2.58 -0.60 1.94
O -1.128 -2.290 -1.783 -0.47 -0.87 -1.94
H 0.168 2.395 2.468 0.01 -0.47 -0.07
```
Forces are in eV/Å.

The calculation puts the frontier orbital gap at 7.156 eV. The energy above the lowest of the compared OMol25 structures with the same formula, charge and spin comes out at 0.329 eV. As for the strongest force on any atom: 4.7 eV/Å. The total charge is -2.

Here are the natural (NBO) charges for atoms 1 to 6, given in e: -0.717, -0.451, 0.864, 0.896, -0.643, -0.740